DFT (wB97M-V/def2-TZVPD) results for C38H33AuBrCl2NO6 as an isolated structure.

Total energy: -152493.2266 eV
Strongest force on any atom: 0.011 Eh/bohr
2S+1: 3
HOMO (alpha / beta): -0.3149 / -0.3194 hartree
Lowest unoccupied orbital energy (alpha / beta): -0.33 / -2.02 eV
Gap between HOMO and LUMO (alpha / beta): 8.23 / 6.67 eV

The geometry in XYZ format:
```
82
Properties=species:S:1:pos:R:3:lowdin_spin:R:1
C -3.2652 4.7577 0.2668 0.00
O 1.0461 0.5040 -1.5414 0.78
C -3.7730 4.4982 -0.9942 0.00
C -1.3699 1.2618 -4.7524 0.00
C 0.6152 3.3534 3.9137 0.00
C -0.8701 1.8069 0.7612 0.01
C -2.8720 -1.2174 0.1970 0.00
H 3.2220 -4.6587 -3.0932 0.00
C 2.6975 -2.6050 -3.4393 0.00
C -1.2617 2.0068 4.5488 0.00
H -3.0780 -3.1047 1.2122 0.00
H -3.8388 -1.7377 2.0454 0.00
H 1.5744 -4.9438 -1.2721 0.00
C 2.5941 -3.8300 -2.7928 0.01
H -2.3019 1.0304 2.9568 0.00
H -4.9701 -1.0011 -0.1628 0.00
H -1.9664 4.1222 1.8355 0.00
C 1.6719 -3.9888 -1.7718 0.00
O 1.5048 0.0570 2.6647 0.14
H 5.6514 0.6468 4.7142 0.00
C -0.7983 -0.1808 -2.9071 0.00
C 0.8575 -2.9324 -1.3816 0.01
H -0.9843 -0.1094 1.6517 0.00
H -4.2211 -2.3585 -1.0178 0.00
O -2.6540 0.1434 0.4905 0.00
H -2.0791 -1.9326 2.0782 0.00
C 4.1306 -1.1619 -0.1144 0.00
C -1.6902 -1.1313 -3.3943 0.00
Cl 6.1175 -0.9597 3.0643 0.00
H -0.0398 3.0926 5.9403 0.00
C 0.3988 3.0232 2.5831 0.00
H -4.4898 5.1720 -1.4446 0.00
H -1.2341 2.1964 -5.2800 0.00
O 0.3349 2.0099 0.0471 0.31
C -2.2848 0.3276 -5.2123 0.00
O -1.7074 -1.6281 -0.5434 0.01
C -0.6374 -0.7352 -0.3184 0.02
C -2.4380 -0.8734 -4.5319 0.00
N 3.2520 -0.7941 0.8077 0.03
O 1.7920 -1.8277 3.8321 0.01
H -2.1708 1.5986 -1.5967 0.00
H 1.0331 3.4395 1.8120 0.00
C 5.0963 0.2457 3.8740 0.00
H 1.4313 4.0129 4.1773 0.00
C -1.2634 0.3046 0.6761 0.00
H 5.3699 -2.6964 -0.9384 0.00
C -3.3617 3.3548 -1.6687 0.00
Br 4.6432 0.1463 -1.3650 0.01
C 2.9015 -1.6526 1.7736 0.00
H 3.0872 -3.5857 2.6138 0.00
H -3.5806 5.6401 0.8081 0.00
C -0.6258 1.0058 -3.6087 0.00
C -2.9717 -2.0502 1.4641 0.00
H -3.9397 -0.6927 -1.5739 0.00
Cl 4.6761 1.5811 2.8023 0.00
C 4.2762 -3.3371 0.8124 0.00
H 3.4102 -2.4698 -4.2417 0.00
C 3.3977 -2.9405 1.8052 0.00
H 4.6699 -4.3444 0.7973 0.00
H 0.1309 -3.0893 -0.5974 0.00
C -2.4510 2.4982 -1.0796 0.00
H -3.1345 -1.6181 -4.8934 0.00
H -1.7982 -2.0784 -2.8841 0.00
C -0.6316 2.1654 2.2268 0.01
C 1.8742 -1.5563 -3.0677 0.01
C 1.9779 -1.1148 2.8618 0.01
C 0.9513 -1.7065 -2.0316 0.04
H 4.1792 -0.2405 4.1935 0.00
C -2.3471 3.8914 0.8501 0.00
C -1.9175 2.7552 0.1775 0.01
H 0.1407 -1.2450 0.2660 0.00
H 1.9346 -0.6102 -3.5897 0.00
C 4.6709 -2.4331 -0.1599 0.00
C -1.4705 1.6739 3.2211 0.00
H -1.9175 1.6085 5.3116 0.00
C -0.2104 2.8419 4.9021 0.00
H -2.8670 0.5257 -6.1025 0.00
C -4.0801 -1.3259 -0.7003 0.00
Au 1.8603 0.8129 0.6141 0.52
H 0.0747 1.7437 -3.2422 0.00
C 0.0730 -0.4799 -1.6954 0.04
H -3.7566 3.1227 -2.6497 0.00
```